1.
{
  "formula": "C20H18ClN3O2",
  "method": "ωB97M-V/def2-TZVPD",
  "symbols": ["H", "N", "C", "N", "C", "C", "C", "C", "C", "C", "C", "Cl", "C", "C", "C", "C", "C", "C", "N", "C", "C", "O", "C", "C", "C", "C", "O", "H", "H", "H", "H", "H", "H", "H", "H", "H", "H", "H", "H", "H", "H", "H", "H", "H"],
  "positions_angstrom": [[0.839, 1.557, 1.984], [0.041, 1.005, 1.703], [0.318, -0.155, 1.256], [1.531, -0.805, 1.078], [2.820, -0.175, 1.225], [2.887, 1.162, 0.528], [3.238, 2.308, 1.233], [3.279, 3.545, 0.617], [2.957, 3.658, -0.724], [2.614, 2.531, -1.448], [2.588, 1.293, -0.826], [2.186, -0.098, -1.774], [1.295, -2.054, 0.535], [2.147, -3.072, 0.162], [1.581, -4.228, -0.361], [0.209, -4.359, -0.504], [-0.656, -3.340, -0.128], [-0.099, -2.190, 0.395], [-0.670, -1.032, 0.869], [-2.054, -0.659, 0.851], [-2.432, 0.072, -0.454], [-1.541, 1.127, -0.724], [-3.852, 0.552, -0.359], [-4.919, 0.388, -1.193], [-5.999, 1.085, -0.597], [-5.506, 1.621, 0.550], [-4.211, 1.303, 0.705], [3.564, -0.849, 0.792], [3.052, -0.042, 2.290], [3.480, 2.223, 2.283], [3.553, 4.420, 1.187], [2.974, 4.621, -1.209], [2.365, 2.604, -2.495], [3.218, -2.985, 0.263], [2.227, -5.038, -0.664], [-0.197, -5.269, -0.919], [-1.723, -3.444, -0.247], [-2.675, -1.549, 0.976], [-2.215, 0.027, 1.688], [-2.357, -0.610, -1.311], [-1.261, 1.516, 0.122], [-4.933, -0.156, -2.114], [-6.997, 1.172, -0.975], [-5.957, 2.225, 1.313]]
}

---

2.
{
  "formula": "C20H18F3NO3",
  "method": "ωB97M-V/def2-TZVPD",
  "symbols": ["N", "C", "C", "C", "C", "C", "C", "C", "C", "C", "C", "C", "O", "C", "C", "C", "C", "O", "C", "F", "F", "F", "C", "C", "C", "C", "O", "H", "H", "H", "H", "H", "H", "H", "H", "H", "H", "H", "H", "H", "H", "H", "H", "H", "H"],
  "positions_angstrom": [[3.878, -1.736, 1.115], [4.674, -0.548, 1.446], [4.649, 0.547, 0.374], [3.465, 1.528, 0.499], [2.495, 1.556, -0.693], [1.984, 0.205, -1.120], [2.609, -0.461, -2.177], [2.227, -1.732, -2.577], [1.179, -2.378, -1.938], [0.499, -1.717, -0.928], [0.894, -0.435, -0.513], [0.085, 0.207, 0.569], [0.548, 0.944, 1.409], [-1.373, -0.126, 0.542], [-2.332, 0.798, 0.931], [-3.678, 0.455, 0.874], [-4.726, 1.466, 1.246], [-5.034, 2.307, 0.115], [-6.293, 2.235, -0.341], [-6.399, 3.036, -1.401], [-6.640, 0.976, -0.712], [-7.204, 2.616, 0.584], [-4.054, -0.822, 0.460], [-3.097, -1.761, 0.104], [-1.756, -1.403, 0.131], [-0.685, -2.358, -0.280], [-0.783, -3.552, -0.127], [3.002, -1.745, 1.619], [3.651, -1.771, 0.130], [5.709, -0.846, 1.628], [4.293, -0.140, 2.384], [4.633, 0.044, -0.597], [5.592, 1.097, 0.405], [3.864, 2.538, 0.606], [2.910, 1.306, 1.409], [1.657, 2.212, -0.456], [3.013, 2.002, -1.546], [3.423, 0.037, -2.688], [2.732, -2.235, -3.391], [0.872, -3.374, -2.228], [-2.030, 1.780, 1.273], [-4.359, 2.122, 2.033], [-5.625, 0.964, 1.600], [-5.106, -1.075, 0.422], [-3.362, -2.766, -0.196]]
}

---

3.
{
  "formula": "C20H18N2O4",
  "method": "ωB97M-V/def2-TZVPD",
  "symbols": ["C", "C", "C", "C", "C", "C", "C", "O", "C", "C", "O", "N", "C", "C", "C", "C", "C", "N", "C", "O", "C", "C", "C", "C", "O", "C", "H", "H", "H", "H", "H", "H", "H", "H", "H", "H", "H", "H", "H", "H", "H", "H", "H", "H"],
  "positions_angstrom": [[-4.778, -0.911, -1.015], [-3.404, -1.441, -0.733], [-2.655, -1.971, -1.779], [-1.400, -2.516, -1.587], [-0.864, -2.565, -0.313], [-1.581, -2.034, 0.740], [-2.832, -1.454, 0.542], [-3.424, -0.951, 1.693], [-3.985, 0.346, 1.666], [-3.138, 1.373, 0.907], [-3.643, 2.250, 0.242], [-1.809, 1.172, 1.085], [-0.736, 1.762, 0.413], [-0.863, 2.928, -0.333], [0.253, 3.445, -0.969], [1.481, 2.820, -0.872], [1.607, 1.647, -0.128], [2.862, 1.039, -0.062], [3.215, -0.133, 0.541], [2.467, -0.871, 1.151], [4.646, -0.441, 0.383], [5.361, -1.515, 0.850], [6.691, -1.319, 0.423], [6.694, -0.146, -0.270], [5.468, 0.394, -0.302], [0.496, 1.123, 0.517], [-5.487, -1.261, -0.267], [-5.113, -1.258, -1.991], [-4.785, 0.179, -1.027], [-3.082, -1.957, -2.772], [-0.849, -2.910, -2.428], [0.110, -2.993, -0.136], [-1.181, -2.062, 1.744], [-4.045, 0.651, 2.717], [-4.998, 0.361, 1.252], [-1.551, 0.377, 1.657], [-1.820, 3.412, -0.416], [0.161, 4.351, -1.548], [2.345, 3.234, -1.373], [3.601, 1.530, -0.547], [4.967, -2.328, 1.423], [7.529, -1.960, 0.606], [7.478, 0.389, -0.769], [0.592, 0.214, 1.086]]
}

---

Calculated total energy (hartree), listed in the same order as above: -1547.8872 -1353.0400 -1183.4256
Calculated orbital gap (eV), listed in the same order as above: 8.329 8.077 8.809
Calculated highest occupied orbital energy (eV), listed in the same order as above: -7.56 -9.00 -8.31